No. 1
C58H50FeIN2O2P3 | the ωB97M-V functional and the def2-TZVPD basis

Geometry (Å):
Fe: -0.076 0.440 0.443
C: -3.125 4.045 0.542
C: -3.709 2.720 0.131
N: -4.955 2.697 -0.296
C: -5.539 1.515 -0.626
C: -4.899 0.316 -0.497
C: -5.591 -0.991 -0.821
O: -6.729 -0.847 -1.652
C: -3.560 0.325 -0.054
C: -2.915 -0.880 0.405
N: -1.653 -1.040 0.598
C: -2.124 -3.145 2.379
C: -3.408 -3.861 2.108
C: -3.929 -4.657 3.047
C: -3.398 -4.925 4.412
C: -2.249 -4.503 4.958
C: -1.284 -3.616 4.235
I: 0.142 0.113 3.337
C: -2.919 1.535 0.224
O: -1.682 1.564 0.620
H: -3.928 4.696 0.880
H: -2.626 4.544 -0.298
H: -2.396 3.918 1.344
H: -6.564 1.559 -0.971
H: -5.962 -1.456 0.096
H: -4.868 -1.683 -1.264
H: -6.449 -0.429 -2.473
H: -3.587 -1.664 0.762
H: -3.886 -3.796 1.136
H: -4.845 -5.181 2.800
H: -4.038 -5.546 5.030
H: -2.027 -4.781 5.986
C: 0.000 3.093 -1.538
C: 0.259 3.459 -0.072
P: 1.406 2.242 0.665
C: 1.681 2.798 2.365
C: 2.598 2.069 3.134
C: 2.792 2.380 4.472
C: 2.063 3.412 5.057
C: 1.154 4.136 4.299
C: 0.960 3.829 2.954
C: 2.972 2.626 -0.173
C: 3.295 2.002 -1.375
C: 4.464 2.320 -2.053
C: 5.335 3.259 -1.516
C: 5.028 3.878 -0.311
C: 3.851 3.568 0.359
P: -0.162 1.267 -1.814
C: 0.846 1.012 -3.326
C: 1.797 0.003 -3.411
C: 2.515 -0.204 -4.585
C: 2.286 0.609 -5.684
C: 1.346 1.632 -5.604
C: 0.628 1.833 -4.434
C: -1.789 0.945 -2.577
C: -2.620 1.931 -3.093
C: -3.748 1.586 -3.828
C: -4.035 0.253 -4.081
C: -3.224 -0.742 -3.549
C: -2.119 -0.395 -2.783
H: 0.838 3.422 -2.149
H: -0.892 3.598 -1.898
H: -0.661 3.384 0.497
H: 0.660 4.470 0.018
H: 3.165 1.260 2.680
H: 3.506 1.815 5.059
H: 2.203 3.647 6.104
H: 0.591 4.943 4.751
H: 0.243 4.403 2.378
H: 2.631 1.260 -1.790
H: 4.692 1.833 -2.994
H: 6.254 3.507 -2.034
H: 5.709 4.607 0.112
H: 3.619 4.064 1.295
H: 2.000 -0.618 -2.553
H: 3.253 -0.997 -4.634
H: 2.839 0.451 -6.603
H: 1.168 2.272 -6.459
H: -0.114 2.625 -4.394
H: -2.403 2.982 -2.936
H: -4.390 2.365 -4.219
H: -4.890 -0.013 -4.695
H: -3.449 -1.786 -3.733
H: -1.510 -1.172 -2.341
C: 5.263 -0.846 2.414
C: 4.950 -0.359 1.150
C: 3.703 -0.621 0.604
C: 2.754 -1.369 1.297
C: 3.073 -1.852 2.560
C: 4.324 -1.590 3.116
P: 1.168 -1.600 0.395
C: 1.685 -2.796 -0.884
C: 1.069 -2.809 -2.132
C: 1.436 -3.741 -3.096
C: 2.418 -4.676 -2.809
C: 3.034 -4.675 -1.562
C: 2.675 -3.738 -0.606
C: 0.063 -2.558 1.430
C: 0.248 -3.691 2.088
C: -0.975 -4.131 2.825
C: -2.012 -2.373 3.775
C: -1.472 -1.195 2.974
C: -1.303 -1.975 1.656
H: 6.236 -0.648 2.848
H: 5.672 0.227 0.591
H: 3.468 -0.245 -0.380
H: 2.345 -2.416 3.132
H: 4.561 -1.972 4.103
H: 0.292 -2.095 -2.357
H: 0.954 -3.734 -4.067
H: 2.708 -5.407 -3.555
H: 3.802 -5.404 -1.337
H: 3.188 -3.726 0.350
H: 1.147 -4.302 2.058
H: -1.175 -5.194 2.718
H: -2.882 -2.118 4.372
H: -2.276 -0.477 2.850

## Properties
* HOMO energy (spin up / spin down): -9.917 / -9.916 eV
* strongest force on any atom: 1.829 eV Å⁻¹
* spin multiplicity: 2
* gap between HOMO and LUMO (spin up / spin down): 7.498 / 7.387 eV
* total charge: +1

No. 2
C58H131O44P5 | the ωB97M-V functional and the def2-TZVPD basis

Geometry (Å):
C: 2.146 3.907 4.413
O: 2.556 4.152 3.122
C: 3.903 4.504 3.009
O: 4.656 4.702 3.885
O: 4.251 4.626 1.769
C: 3.199 4.256 0.782
H: 2.753 3.118 4.838
H: 1.087 3.603 4.432
H: 2.237 4.672 5.221
H: 3.705 4.396 -0.218
H: 2.307 4.940 0.865
H: 2.857 3.215 0.798
C: 2.899 -2.311 5.840
O: 4.218 -1.820 6.141
C: 5.162 -2.376 5.376
O: 5.053 -3.282 4.615
O: 6.309 -1.717 5.514
C: 7.384 -2.193 4.664
H: 2.283 -1.598 6.419
H: 2.730 -3.332 6.204
H: 2.719 -2.144 4.809
H: 7.339 -1.762 3.715
H: 7.344 -3.259 4.518
H: 8.337 -1.805 5.044
C: -0.752 2.332 8.995
O: 0.475 3.039 8.795
C: 0.842 3.096 7.562
O: 0.274 2.663 6.599
O: 2.033 3.715 7.292
C: 2.732 4.110 8.440
H: -0.725 2.057 10.062
H: -0.832 1.386 8.471
H: -1.623 2.992 8.859
H: 3.426 4.821 8.091
H: 3.304 3.336 8.948
H: 1.986 4.542 9.096
C: 4.609 -1.469 0.669
O: 4.609 -1.032 2.093
C: 5.154 0.146 2.451
O: 5.668 0.946 1.728
O: 4.983 0.256 3.760
C: 5.229 1.500 4.393
H: 3.752 -2.136 0.505
H: 5.550 -2.044 0.506
H: 4.375 -0.731 -0.062
H: 4.339 1.617 5.012
H: 5.489 2.318 3.747
H: 6.048 1.395 5.112
C: -4.944 6.526 -2.026
C: -4.334 5.411 -2.909
O: -3.792 6.076 -4.107
P: -4.318 5.485 -5.497
O: -5.688 5.764 -5.839
O: -3.944 3.907 -5.559
C: -2.760 3.264 -4.995
C: -2.966 1.776 -4.826
O: -3.198 6.113 -6.488
C: -3.479 7.404 -7.132
C: -3.190 8.581 -6.219
H: -4.141 7.224 -1.828
H: -5.737 7.064 -2.611
H: -5.206 6.122 -1.021
H: -3.463 4.962 -2.447
H: -5.107 4.680 -3.154
H: -1.946 3.423 -5.680
H: -2.545 3.752 -4.045
H: -3.095 1.335 -5.792
H: -2.033 1.357 -4.438
H: -3.678 1.505 -4.047
H: -2.801 7.412 -7.960
H: -4.570 7.332 -7.416
H: -3.320 9.425 -6.866
H: -3.869 8.698 -5.401
H: -2.115 8.537 -5.929
C: -0.722 3.808 2.045
C: -1.258 3.092 0.774
O: -0.182 3.086 -0.239
P: -0.748 3.594 -1.586
O: -1.856 2.737 -2.168
O: -1.070 5.169 -1.472
C: -0.142 6.242 -1.153
C: -0.892 7.545 -1.172
O: 0.665 3.477 -2.348
C: 0.663 3.664 -3.782
C: 0.254 5.030 -4.284
H: -0.942 3.298 2.963
H: 0.368 3.888 1.992
H: -1.013 4.869 2.126
H: -1.436 2.031 0.903
H: -2.233 3.524 0.430
H: 0.252 6.144 -0.105
H: 0.730 6.163 -1.864
H: -1.536 7.627 -0.272
H: -0.192 8.344 -1.173
H: -1.479 7.663 -2.107
H: 1.684 3.435 -4.102
H: 0.037 2.904 -4.310
H: -0.592 5.445 -3.693
H: 0.992 5.830 -4.153
H: -0.070 4.886 -5.334
C: 0.027 0.411 -7.246
C: 1.226 -0.449 -6.956
O: 2.409 0.321 -7.351
P: 2.882 1.514 -6.506
O: 2.118 2.713 -6.330
O: 3.386 0.853 -5.159
C: 3.793 1.549 -4.021
C: 4.636 0.524 -3.297
O: 4.339 1.714 -7.292
C: 4.673 2.948 -7.982
C: 5.385 2.422 -9.226
H: -0.028 0.627 -8.304
H: -0.796 -0.213 -6.899
H: 0.029 1.325 -6.668
H: 1.245 -0.753 -5.913
H: 1.271 -1.341 -7.595
H: 4.336 2.457 -4.279
H: 2.947 1.858 -3.433
H: 5.503 0.294 -3.904
H: 5.012 0.966 -2.360
H: 4.047 -0.402 -3.120
H: 3.793 3.598 -8.089
H: 5.280 3.572 -7.317
H: 6.115 1.621 -9.071
H: 4.765 2.185 -10.080
H: 6.029 3.307 -9.526
C: 0.009 -6.787 0.171
C: -0.816 -6.555 1.420
O: -0.057 -6.468 2.601
P: 0.167 -5.050 3.270
O: 0.202 -3.950 2.298
O: -1.123 -4.899 4.261
C: -1.209 -5.242 5.700
C: -1.034 -6.763 5.887
O: 1.397 -5.209 4.172
C: 2.775 -5.237 3.578
C: 3.662 -6.013 4.513
H: -0.652 -6.628 -0.679
H: 0.849 -6.090 -0.008
H: 0.454 -7.772 0.162
H: -1.428 -5.640 1.341
H: -1.574 -7.389 1.539
H: -0.516 -4.722 6.333
H: -2.167 -4.963 6.009
H: 0.018 -7.018 5.749
H: -1.376 -6.962 6.898
H: -1.689 -7.393 5.263
H: 2.623 -5.812 2.655
H: 3.187 -4.234 3.459
H: 3.517 -7.110 4.459
H: 4.667 -5.985 4.038
H: 3.600 -5.716 5.521
C: 0.095 -4.494 -6.676
C: -0.283 -3.898 -5.357
O: -1.568 -3.290 -5.430
P: -1.930 -1.889 -4.776
O: -0.820 -0.992 -4.590
O: -2.618 -2.508 -3.480
C: -3.640 -1.724 -2.828
C: -3.157 -0.558 -2.003
O: -3.053 -1.256 -5.620
C: -4.165 -2.082 -6.139
C: -5.106 -1.084 -6.732
H: -0.670 -5.258 -6.787
H: 0.167 -3.904 -7.550
H: 1.090 -4.942 -6.610
H: -0.225 -4.671 -4.566
H: 0.332 -3.128 -5.039
H: -4.462 -1.367 -3.615
H: -4.076 -2.493 -2.204
H: -4.108 -0.322 -1.521
H: -2.361 -0.727 -1.271
H: -2.860 0.331 -2.579
H: -3.830 -2.715 -6.967
H: -4.688 -2.585 -5.349
H: -5.393 -0.384 -5.972
H: -4.507 -0.601 -7.519
H: -5.996 -1.536 -7.144
C: -5.293 -6.408 1.806
C: -5.433 -5.325 2.951
O: -4.672 -4.143 2.524
C: -4.438 -3.178 3.450
O: -5.009 -3.090 4.527
O: -3.520 -2.204 3.050
C: -2.624 -2.545 1.929
H: -5.518 -6.061 0.851
H: -5.918 -7.259 2.063
H: -4.321 -6.874 1.695
H: -5.067 -5.798 3.812
H: -6.444 -4.922 3.093
H: -1.657 -2.846 2.272
H: -2.516 -1.566 1.431
H: -3.068 -3.378 1.410
C: 1.210 0.331 3.943
C: 0.423 -0.400 2.907
O: 1.192 -0.287 1.631
C: 0.497 -0.189 0.481
O: -0.718 -0.224 0.510
O: 1.300 -0.057 -0.527
C: 0.666 0.078 -1.869
H: 1.547 1.297 3.563
H: 2.079 -0.123 4.331
H: 0.510 0.497 4.773
H: -0.587 0.130 2.762
H: 0.195 -1.437 3.085
H: -0.177 -0.681 -1.919
H: 1.473 -0.192 -2.614
H: 0.185 1.033 -1.994
C: -2.092 -0.043 5.279
C: -1.963 -1.422 5.872
O: -0.678 -1.423 6.594
C: -0.804 -1.392 7.917
O: -1.705 -0.853 8.537
O: 0.296 -1.937 8.478
C: 0.205 -1.938 9.855
H: -1.267 0.306 4.724
H: -2.116 0.574 6.221
H: -2.981 0.072 4.686
H: -1.844 -2.144 5.069
H: -2.771 -1.680 6.630
H: 0.982 -2.619 10.234
H: -0.755 -2.363 10.079
H: 0.385 -0.953 10.341
C: 1.218 -3.433 -0.883
C: -0.344 -3.471 -0.984
O: -0.679 -4.357 -2.051
C: -1.965 -4.644 -2.137
O: -2.764 -4.262 -1.342
O: -2.152 -5.414 -3.242
C: -3.523 -5.478 -3.626
H: 1.575 -3.138 0.145
H: 1.622 -2.668 -1.593
H: 1.572 -4.420 -1.165
H: -0.874 -2.550 -1.132
H: -0.733 -3.886 -0.071
H: -4.012 -6.277 -3.086
H: -3.520 -5.732 -4.751
H: -4.102 -4.547 -3.477

## Properties
* HOMO energy: -10.118 eV
* strongest force on any atom: 5.112 eV Å⁻¹
* gap between HOMO and LUMO: 10.570 eV
* total charge: 0

no.,E_tot (a.u.)
1,-5085.31403
2,-7306.35331